1.
C40H40ClN2P2STm | ωB97M-V with the def2-TZVPD basis set

Gap between HOMO and LUMO (spin up / spin down) in eV: 6.382 / 6.435
<S²>: 2.00
HOMO level (spin up / spin down) in eV: -13.814 / -13.819
Energy relative to the best compared isomer or geometry (same formula, charge and spin) in kcal/mol: 81.0
Charge: +2
Multiplicity: 3

Geometry as XYZ:
```
87
C40H40ClN2P2STm | the OMol25 dataset | ωB97M-V with the def2-TZVPD basis set
Tm -0.2599 0.3918 -0.0877
Cl -1.5580 2.4000 0.9205
P 1.6489 1.6518 -1.5246
P -2.2624 -1.4098 -0.2172
C 2.9067 2.0370 -0.2388
C 1.0351 3.2878 -2.0335
C 2.5614 0.9132 -2.8996
C -2.0711 -3.1250 -0.8174
C -2.6998 -1.6438 1.5953
C -3.8215 -0.6989 -0.8711
C 4.2238 1.5452 -0.3407
C 5.1740 1.8150 0.6565
C 4.7567 2.5042 1.8145
C 3.4060 2.8607 2.0094
C 2.4734 2.5764 1.0020
H 4.4982 0.9757 -1.2265
H 6.2304 1.5246 0.5139
H 5.4836 2.7694 2.5887
H 3.1074 3.3837 2.9381
H 1.4126 2.7868 1.1646
C 2.9577 -0.4433 -2.8195
C 3.6163 -1.0415 -3.9009
C 3.8144 -0.2506 -5.0599
C 3.3225 1.0695 -5.1980
C 2.6385 1.6256 -4.1125
H 2.7085 -1.0166 -1.9240
H 3.9922 -2.0833 -3.8295
H 4.3807 -0.6866 -5.8814
H 3.4897 1.6802 -6.1051
H 2.1919 2.6205 -4.1552
C 1.8217 4.4336 -1.7839
C 1.3694 5.6959 -2.1690
C 0.0729 5.7970 -2.7303
C -0.7852 4.6789 -2.8745
C -0.2935 3.4188 -2.4984
H 2.7926 4.3180 -1.3056
H 2.0376 6.5699 -2.0614
H -0.2769 6.7690 -3.0863
H -1.8027 4.7765 -3.3088
H -0.9190 2.5266 -2.5746
C -3.4271 -0.6462 2.3140
C -3.6862 -0.7504 3.6907
C -3.0577 -1.7794 4.4176
C -2.1238 -2.6339 3.7864
C -1.9164 -2.5177 2.3957
H -3.8444 0.2185 1.7992
H -4.4437 -0.1014 4.1710
H -3.3104 -1.9440 5.4712
H -1.6258 -3.4364 4.3676
H -1.1551 -3.1402 1.9222
C -0.7757 -3.6210 -1.1088
C -0.6089 -4.9082 -1.6346
C -1.7727 -5.6905 -1.8597
C -3.0791 -5.2044 -1.6049
C -3.2119 -3.9000 -1.1100
H 0.1012 -2.9831 -0.9846
H 0.4170 -5.2813 -1.8460
H -1.6443 -6.7068 -2.2415
H -3.9980 -5.8051 -1.7730
H -4.2073 -3.4778 -0.9503
C -5.0804 -1.1503 -0.4039
C -6.2660 -0.6450 -0.9542
C -6.1866 0.4265 -1.8772
C -4.9460 1.0015 -2.2439
C -3.7698 0.4414 -1.7186
H -5.1509 -1.9025 0.3851
H -7.2282 -1.1173 -0.6761
H -7.0994 0.8214 -2.3331
H -4.8773 1.8481 -2.9606
H -2.8085 0.8786 -1.9964
H 0.2125 -0.7334 -1.6368
H -0.2586 -0.0948 -1.9597
S 1.5104 -1.3838 1.4343
C 1.3603 -0.3625 2.7482
N 0.4380 -0.4548 3.9236
C 0.9032 -1.5431 4.8125
C 2.2959 -1.0833 5.2581
C 3.1992 -0.6589 4.0940
N 2.5577 0.2785 3.1188
H -0.5538 -0.6289 3.4902
H 0.9489 -2.4437 4.1803
H 0.1415 -1.6902 5.5979
H 2.7881 -1.8651 5.8465
H 2.1345 -0.1929 5.8729
H 3.3137 -1.4738 3.3530
H 4.1465 -0.1612 4.3515
H 2.2708 1.1948 3.5040
```

=====

2.
H10O5 | ωB97M-V with the def2-TZVPD basis set

SMILES string: O.O.O.O.O
Gap between HOMO and LUMO in eV: 10.898
HOMO level in eV: -10.641
Energy relative to the best compared isomer or geometry (same formula, charge and spin) in kcal/mol: 19.7
Charge: 0

Geometry as XYZ:
```
15
H10O5 | the OMol25 dataset | ωB97M-V with the def2-TZVPD basis set
O 0.2826 2.3970 -1.2207
H 0.0040 1.8296 -0.5020
H -0.1290 2.0194 -1.9981
O -0.0106 -1.0021 -1.8763
H -0.6248 -1.4264 -2.4754
H 0.7540 -0.8040 -2.4169
O 2.8790 -1.3651 1.1201
H 3.2931 -1.3939 0.2576
H 2.1107 -0.8071 0.9990
O 0.1153 -0.1261 0.8417
H -0.1170 -0.5641 0.0229
H -0.7122 -0.0510 1.3168
O -2.3962 0.3785 1.6579
H -2.2760 1.0289 2.3499
H -3.1729 -0.1138 1.9236
```

=====

3.
C4H9NO4 | ωB97M-V with the def2-TZVPD basis set

Gap between HOMO and LUMO (spin up / spin down) in eV: 8.548 / 7.550
<S²>: 2.01
HOMO level (spin up / spin down) in eV: -7.831 / -9.513
Energy relative to the best compared isomer or geometry (same formula, charge and spin) in kcal/mol: 0.0
Charge: 0
Multiplicity: 3

Geometry as XYZ:
```
18
C4H9NO4 | the OMol25 dataset | ωB97M-V with the def2-TZVPD basis set
C -1.5867 0.5877 -0.2192
C -0.0859 1.0624 1.7168
C -0.1476 -1.8345 -0.5651
C -0.5923 0.2174 0.5783
N 2.5871 1.3476 -0.7911
O 1.5148 1.0968 -1.6348
O 3.6435 1.2756 -1.3218
O -1.3627 -2.4852 -0.4323
O 0.1337 -0.9446 0.4834
H -1.9821 -0.0259 -1.0069
H 0.7058 1.1490 -1.0928
H -2.0753 1.5305 -0.0502
H -0.9045 1.3407 2.3757
H 0.6507 0.4977 2.2805
H 0.3825 1.9735 1.3502
H 0.7018 -2.5354 -0.5595
H -0.1859 -1.3080 -1.5280
H -1.3969 -2.9453 0.4168
```

=====

4.
C89H80AsIrN8O2P2 | ωB97M-V with the def2-TZVPD basis set

Gap between HOMO and LUMO (spin up / spin down) in eV: 6.711 / 3.152
<S²>: 6.03
HOMO level (spin up / spin down) in eV: -11.123 / -11.228
Charge: +2
Multiplicity: 5

Geometry as XYZ:
```
183
C89H80AsIrN8O2P2 | the OMol25 dataset | ωB97M-V with the def2-TZVPD basis set
Ir -0.6997 -0.2343 0.5835
C -5.1904 2.2421 3.1117
N -4.1183 2.1886 2.1569
C -3.1882 1.2075 2.0497
N -2.3134 1.4917 1.0926
C -2.6646 2.6970 0.5838
C -3.8080 3.1489 1.2398
C -4.5275 4.4177 1.1313
C -3.8144 5.6151 1.2139
C -4.4738 6.8250 1.1223
C -5.8501 6.8563 0.9615
C -6.5663 5.6731 0.8836
C -5.9105 4.4575 0.9597
C -1.8546 3.4844 -0.3334
C -2.4494 4.3761 -1.2247
C -1.6732 5.2958 -1.9030
C -0.3003 5.3291 -1.7082
C 0.3045 4.3971 -0.8791
C -0.4669 3.4740 -0.1966
P -2.9916 -0.0924 3.3049
C -3.0610 -1.4935 2.1474
N -2.7069 -1.5259 0.8633
C -3.2859 -2.6378 0.3361
C -4.0102 -3.2850 1.3263
N -3.8647 -2.5410 2.4553
C -4.4229 -2.8178 3.7520
C -4.8326 -4.4918 1.2275
C -4.2320 -5.7183 0.9592
C -5.0019 -6.8602 0.8424
C -6.3771 -6.7884 0.9913
C -6.9800 -5.5728 1.2693
C -6.2151 -4.4258 1.3853
C -3.4108 -3.0711 -1.0693
C -4.3973 -2.4743 -1.8514
C -4.7410 -3.0156 -3.0770
C -4.1053 -4.1536 -3.5431
C -3.1054 -4.7348 -2.7845
C -2.7658 -4.2044 -1.5533
C -1.2112 0.2635 3.5753
N -0.3585 0.7842 2.6909
C 0.6445 1.3633 3.4058
C 0.4260 1.1232 4.7578
N -0.7510 0.4425 4.8434
C -1.3738 -0.0512 6.0445
C 1.3507 1.4000 5.8513
C 0.9538 1.9734 7.0557
C 1.8909 2.2165 8.0453
C 3.2230 1.8965 7.8428
C 3.6248 1.3227 6.6462
C 2.6967 1.0829 5.6542
C 1.7224 2.2213 2.9196
C 2.0624 3.3501 3.6691
C 3.1535 4.1198 3.3188
C 3.9194 3.7836 2.2140
C 3.5612 2.6926 1.4437
C 2.4617 1.9260 1.7831
H -4.9724 1.5685 3.9420
H -6.1409 1.9468 2.6646
H -5.2908 3.2596 3.4890
H -2.7445 5.5886 1.3546
H -3.9101 7.7439 1.1736
H -6.3635 7.8009 0.8933
H -7.6374 5.6995 0.7518
H -6.4697 3.5393 0.8537
H -3.5141 4.3414 -1.3891
H -2.1376 5.9920 -2.5837
H 0.2982 6.0726 -2.2121
H 1.3816 4.4073 -0.7536
H -0.0097 2.7569 0.4733
H -4.8897 -3.8004 3.7434
H -5.1784 -2.0753 4.0143
H -3.6383 -2.8065 4.5094
H -3.1588 -5.7717 0.8588
H -4.5273 -7.8073 0.6378
H -6.9779 -7.6794 0.9050
H -8.0498 -5.5205 1.3944
H -6.6922 -3.4764 1.5804
H -4.9102 -1.5947 -1.4911
H -5.5197 -2.5544 -3.6649
H -4.3927 -4.5912 -4.4863
H -2.6013 -5.6186 -3.1442
H -2.0048 -4.6960 -0.9676
H -0.6090 -0.2867 6.7835
H -1.9436 -0.9540 5.8214
H -2.0440 0.6978 6.4705
H -0.0756 2.2671 7.2034
H 1.5776 2.6640 8.9759
H 3.9509 2.0877 8.6143
H 4.6609 1.0637 6.4842
H 3.0038 0.6563 4.7109
H 1.4608 3.6320 4.5184
H 3.4101 4.9797 3.9152
H 4.7795 4.3731 1.9439
H 4.1669 2.4321 0.5826
H 2.1695 1.0788 1.1836
N 0.0677 -6.3055 3.1833
C -0.0135 -5.0557 2.6956
C -0.3035 -4.7958 1.3474
C -0.3898 -3.4975 0.9018
N -0.2239 -2.4291 1.6845
C 0.0435 -2.6688 2.9709
C 0.1627 -3.9255 3.5116
H -0.0243 -7.1038 2.5812
H 0.3164 -6.4650 4.1436
H -0.4346 -5.6165 0.6607
H -0.6044 -3.2961 -0.1370
H 0.1664 -1.8087 3.6124
H 0.3973 -4.0457 4.5570
C 1.6393 -0.4187 -7.2671
C 0.7425 -0.0295 -6.1326
C 0.7000 1.2700 -5.6575
C -0.0611 1.6140 -4.5421
C -0.1529 3.0440 -4.1165
C -0.7623 0.6071 -3.8935
C -0.8521 -0.6775 -4.4331
C -1.7917 -1.6742 -3.8374
C -0.0800 -0.9815 -5.5422
C -1.3336 0.7925 -2.4702
O -2.4502 1.2253 -2.2980
O -0.4779 0.3977 -1.6217
H 2.1770 0.4439 -7.6503
H 2.3635 -1.1577 -6.9214
H 1.0709 -0.8720 -8.0782
H 1.2690 2.0376 -6.1608
H -0.7056 3.6007 -4.8723
H 0.8305 3.5073 -4.0347
H -0.6914 3.1333 -3.1798
H -1.5753 -1.8451 -2.7834
H -2.8074 -1.2875 -3.9039
H -1.7540 -2.6186 -4.3718
H -0.1121 -1.9760 -5.9625
C 2.5430 0.0362 -1.8795
C 2.5117 1.5486 -1.7282
As 4.1746 2.6275 -2.1307
C 5.6892 1.3859 -2.2282
C 6.5567 1.4114 -3.3180
C 7.6708 0.5924 -3.3545
C 7.9652 -0.2270 -2.2767
C 7.1414 -0.2191 -1.1633
C 6.0159 0.5859 -1.1348
C 3.9287 3.0583 -4.0186
C 3.7516 4.3921 -4.3642
C 3.6438 4.7676 -5.6918
C 3.7465 3.8095 -6.6861
C 3.9179 2.4774 -6.3468
C 3.9915 2.0973 -5.0185
P 1.6467 -0.9098 -0.5260
C 2.9926 -1.2250 0.6851
C 2.7225 -1.1415 2.0449
C 3.6688 -1.5235 2.9779
C 4.9037 -1.9890 2.5575
C 5.1754 -2.0865 1.2025
C 4.2275 -1.7111 0.2699
C 1.6719 -2.5973 -1.2521
C 1.2238 -2.8102 -2.5505
C 1.2171 -4.0829 -3.0945
C 1.6636 -5.1641 -2.3542
C 2.1109 -4.9609 -1.0592
C 2.0959 -3.6957 -0.5027
H 3.5693 -0.3445 -1.8689
H 2.0908 -0.2459 -2.8319
H 2.2369 1.8319 -0.7139
H 1.7498 1.9782 -2.3790
H 6.3604 2.0732 -4.1510
H 8.3143 0.6043 -4.2214
H 8.8452 -0.8521 -2.2955
H 7.3888 -0.8339 -0.3107
H 5.3874 0.5933 -0.2514
H 3.7087 5.1401 -3.5800
H 3.5022 5.8059 -5.9498
H 3.7013 4.0985 -7.7252
H 4.0141 1.7335 -7.1240
H 4.1152 1.0528 -4.7591
H 1.7529 -0.7818 2.3566
H 3.4352 -1.4731 4.0311
H 5.6493 -2.2823 3.2800
H 6.1225 -2.4786 0.8687
H 4.4411 -1.8357 -0.7821
H 0.8808 -1.9741 -3.1385
H 0.8722 -4.2234 -4.1061
H 1.6638 -6.1579 -2.7756
H 2.4784 -5.7901 -0.4737
H 2.4256 -3.5713 0.5179
```

=====

Number 1: total energy -116558.8178 eV. Number 2: total energy -10399.9933 eV. Number 3: total energy -13968.0497 eV. Number 4: total energy -191850.1911 eV.